Formula: C38H32BiN5S7Se
Source: the OMol25 dataset
Level of theory: the ωB97M-V functional and the def2-TZVPD basis

Summary:
HOMO-LUMO gap ... 0.191 Eh
E_HOMO ... -6.239 eV
E ... -194407.40832 eV
Largest force on an atom ... 0.08404 Eh/bohr

```
84
C38H32BiN5S7Se | the OMol25 dataset | the ωB97M-V functional and the def2-TZVPD basis
Bi -0.62893 -0.59523 -2.02602
S -1.29201 1.63459 -9.41308
C -1.14826 1.03748 -7.91788
S 0.37108 0.94433 -7.02044
C -0.18600 0.40521 -5.49832
C -1.60792 0.32055 -5.39854
S -2.53688 0.16627 -3.94736
S -2.49173 0.44077 -6.89988
S 1.05561 0.11851 -4.38581
C -0.51794 1.95646 5.43971
C 0.52281 1.17411 4.62459
C 1.51951 0.69360 5.69152
C 1.15289 2.14159 3.61716
C -0.05290 -0.05705 3.89023
C -0.82546 -0.92874 4.64301
C -1.48707 -2.00785 4.02635
C -1.22261 -2.25966 2.68833
S -1.94051 -3.56325 1.79531
C -1.25763 -2.80341 0.31907
N -0.68057 -1.64006 0.56277
C -0.42033 -1.42114 1.93256
C 0.16319 -0.28075 2.53879
C -1.49340 -3.44238 -0.94736
C -2.31516 -4.57295 -1.08355
C -2.67626 -5.11693 -2.31026
C -2.15048 -4.46411 -3.46600
C -1.18695 -3.45825 -3.34018
C -0.87377 -2.86884 -2.09666
H 0.01322 2.75079 6.00370
H -1.13993 1.25011 6.07260
H -1.23233 2.40803 4.77627
H 2.10487 1.58988 5.99511
H 2.12795 -0.05994 5.22119
H 0.96239 0.16951 6.49735
H 1.53904 3.07587 4.11101
H 0.41816 2.52352 2.91654
H 2.00252 1.64131 3.09051
H -1.11793 -0.61405 5.67292
H -2.15593 -2.65917 4.61012
H 0.81030 0.34659 1.93236
H -2.67731 -5.11414 -0.15724
H -3.26636 -6.04743 -2.39176
H -2.54800 -4.77651 -4.43814
H -0.69186 -3.07794 -4.22575
C -3.68292 3.20789 -1.75243
N -3.62265 2.20188 -0.64981
C -2.47941 1.73770 -0.04201
Se -0.70338 2.26815 -0.55350
N -2.89886 0.95952 1.03355
C -4.29028 0.93925 1.10261
C -5.15673 0.27227 2.01077
C -6.53047 0.28561 1.69031
C -6.98538 0.90762 0.56104
C -6.15799 1.69957 -0.24996
C -4.78003 1.71081 0.05366
H -3.02460 4.08492 -1.54475
H -4.67836 3.62493 -1.86753
H -3.28553 2.81398 -2.67011
H -2.28380 0.60708 1.72808
H -4.78175 -0.32798 2.83680
H -7.20633 -0.19240 2.41269
H -8.02836 0.87398 0.29580
H -6.49239 2.12515 -1.23677
S 6.54063 -1.10098 -1.58413
C 4.81155 -1.00795 -1.40423
C 4.09291 -0.25401 -0.46390
C 2.70191 -0.34443 -0.47571
N 2.07130 -1.20224 -1.27909
C 2.77433 -2.07314 -2.01228
C 4.18061 -1.96732 -2.17858
C 7.13132 0.54878 -1.33479
C 8.27583 0.71406 -0.54895
C 8.63377 2.00380 -0.35736
N 7.85634 3.07158 -0.63180
C 6.81187 2.88243 -1.34855
C 6.39312 1.58641 -1.81028
H 4.54565 0.46114 0.21648
H 2.08009 0.16061 0.23904
H 2.22277 -2.90096 -2.55000
H 4.71802 -2.61669 -2.87381
H 8.86022 -0.13698 -0.25498
H 9.59416 2.25655 0.03569
H 6.23329 3.72090 -1.69493
H 5.59843 1.43921 -2.55114
```

Mulliken population analysis, charges in e, atoms 1 to 8: number 1, Bi, carries 1.339; number 2, S, carries -0.266; number 3, C, carries 0.089; number 4, S, carries -0.127; number 5, C, carries 0.124; number 6, C, carries -0.038; number 7, S, carries -0.438; number 8, S, carries -0.124